[1]
Formula: C4H11N2
Source: OMol25
Level of theory: the ωB97M-V functional and the def2-TZVPD basis

Results
**Gap between HOMO and LUMO**: 11.747 eV
**SMILES string**: CN1C[N+]1(C)C
**Electronic energy**: -7296.6578 eV
**Total charge**: +1

XYZ file:
```
17
Properties=species:S:1:pos:R:3:forces:R:3:mulliken_charge:R:1
C 1.9535 0.2041 -0.7756 -0.7177 1.8930 -0.0498 -0.814
N 0.7882 -0.5564 -0.4367 2.9692 -2.3283 -1.2671 -0.430
C 0.5553 -1.2107 0.8107 -0.7786 0.1981 -1.0602 -0.315
N -0.3861 -0.1872 0.0610 -1.5843 1.1483 3.1724 0.557
C -1.5117 -0.7355 -0.6600 -0.8138 0.2570 -1.1271 -0.743
C -0.7361 1.0708 0.8881 0.8973 0.6034 -1.0762 -0.836
H 2.6961 -0.5220 -0.9830 1.0009 -0.4125 0.1871 0.326
H 1.7914 0.7554 -1.6853 -0.3522 -0.1552 -0.7410 0.342
H 2.2157 1.0285 -0.1040 0.3399 -0.6017 0.6625 0.328
H 0.2536 -2.3159 0.8896 0.3247 1.9128 -0.4504 0.228
H 1.0920 -0.7544 1.6383 -0.4418 -0.0835 0.2846 0.317
H -1.2482 -1.7773 -0.8975 -0.6100 0.3887 0.1708 0.363
H -2.2963 -0.5626 0.0658 -0.8423 -0.7316 -0.4492 0.313
H -1.7283 -0.1792 -1.6337 0.5061 -0.5295 1.4337 0.279
H 0.1741 1.4400 1.3924 -0.4692 0.0106 -0.5602 0.343
H -1.3054 1.8521 0.3113 1.1492 -0.8469 0.0031 0.335
H -1.4246 0.7767 1.6337 -0.5774 -0.7227 0.8672 0.407
```
Positions in Å, forces in eV/Å.



[2]
Formula: C26H21Cl3IIrN6O6S
Source: OMol25
Level of theory: the ωB97M-V functional and the def2-TZVPD basis

Results
**Gap between HOMO and LUMO**: 7.498 eV
**Electronic energy**: -107872.3338 eV

XYZ file:
```
65
Properties=species:S:1:pos:R:3:forces:R:3:mulliken_charge:R:1
Ir -1.1842 -0.1228 0.4215 -0.1583 -0.2414 -0.1993 2.030
C 2.5133 -0.3381 -2.2822 0.0141 0.0215 0.0406 -0.530
C 2.7275 0.1277 -0.8768 0.0358 0.0236 -0.0205 0.553
N 3.8540 0.7191 -0.5688 -0.0041 -0.0142 0.0220 -0.683
C 4.0452 1.1577 0.6937 0.0048 -0.0154 -0.0038 -1.088
C 3.1165 1.0275 1.6887 -0.0076 0.0094 -0.0025 0.656
C 3.4261 1.5481 3.0671 0.0057 0.0032 -0.0004 -0.901
O 3.5001 0.5177 4.0525 0.0001 0.0007 -0.0052 -0.545
C 1.8745 0.4119 1.3797 0.0079 0.0357 0.0282 -0.305
C 0.9245 0.1890 2.4501 -0.0158 -0.0289 -0.0538 -0.370
N -0.3287 -0.0316 2.2760 -0.0020 0.1283 0.0158 -0.024
C -1.1204 -0.4119 3.4019 -0.0166 -0.0948 -0.0590 -0.040
C -1.0682 0.2761 4.6033 -0.0028 0.0150 0.0383 -0.015
C -1.8068 -0.1715 5.6889 0.0168 0.0217 -0.0154 -0.857
C -2.6044 -1.2983 5.5755 -0.0155 -0.0122 -0.0125 -0.667
C -2.6887 -1.9747 4.3647 -0.0207 -0.0017 0.0173 -0.417
C -1.9540 -1.5227 3.2865 -0.0069 -0.0185 -0.0268 0.302
I -2.1175 -2.4213 1.3944 0.2189 0.2413 0.0454 0.107
C 1.6660 -0.0644 0.0736 -0.0030 0.0181 -0.0418 0.797
O 0.6003 -0.6793 -0.3641 0.0904 -0.2270 0.1375 -1.404
H 3.4203 -0.1732 -2.8585 -0.0002 0.0020 -0.0058 0.455
H 1.6836 0.2047 -2.7437 -0.0192 -0.0190 -0.0003 0.112
H 2.2363 -1.3920 -2.3092 0.0293 0.0513 0.0204 0.018
H 4.9957 1.6416 0.8901 -0.0042 0.0095 -0.0013 0.339
H 2.6481 2.2284 3.4173 -0.0084 -0.0110 0.0027 0.363
H 4.3607 2.1140 3.0313 -0.0037 0.0102 0.0020 0.389
H 4.1788 -0.1081 3.7782 -0.0052 -0.0053 -0.0041 0.345
H 1.3180 0.1544 3.4625 0.0074 -0.0086 0.0066 1.200
H -0.4705 1.1756 4.6717 0.0039 0.0006 -0.0013 0.519
H -1.7691 0.3755 6.6211 -0.0003 0.0026 -0.0021 0.382
H -3.1855 -1.6427 6.4203 0.0015 -0.0021 -0.0007 0.393
H -3.3358 -2.8356 4.2642 0.0023 -0.0007 -0.0009 0.385
N 2.5881 -2.9983 -5.4408 0.0228 0.0140 0.0103 -0.576
C 1.4292 -2.6194 -4.7866 -0.0190 -0.0152 0.0051 1.222
C 1.0397 -3.2627 -3.6070 -0.0286 -0.0217 -0.0461 -0.955
C -0.0860 -2.8488 -2.9243 -0.0162 -0.0290 0.0004 -0.280
C -0.8453 -1.7949 -3.4161 0.0317 0.0135 -0.0108 -0.179
C -0.4732 -1.1486 -4.5885 -0.0020 0.0100 -0.0198 -0.413
C 0.6600 -1.5551 -5.2655 0.0025 -0.0035 0.0073 -0.809
S -2.2917 -1.2838 -2.5674 0.0196 -0.0369 0.0141 1.207
O -2.6985 -2.3667 -1.7086 -0.0113 0.0168 0.0149 -0.727
O -3.1950 -0.7247 -3.5243 -0.0216 -0.0257 0.0041 -0.695
N -1.8241 -0.1080 -1.5310 -0.1389 0.1621 -0.0785 -0.617
C -1.2461 1.0707 -1.8405 0.0629 -0.0427 0.0629 0.616
N -1.0402 1.6450 -3.0165 -0.0945 0.0304 0.0560 -0.396
C -0.4267 2.8241 -2.9585 0.0377 0.0388 0.0173 -0.332
C 0.0037 3.4354 -1.7838 -0.0062 0.0088 -0.0527 -0.900
C -0.1949 2.7448 -0.6026 -0.1250 -0.0476 0.0205 -0.093
N -0.8168 1.5782 -0.6485 0.2214 0.0020 0.1116 -0.185
H 2.9296 -3.9250 -5.2500 -0.0053 -0.0052 -0.0034 0.206
H 2.6656 -2.7319 -6.4076 -0.0028 -0.0032 -0.0034 0.216
H 1.6319 -4.0866 -3.2267 -0.0006 -0.0038 0.0000 0.286
H -0.3877 -3.3488 -2.0142 -0.0129 0.0098 0.0011 0.422
H -1.0792 -0.3334 -4.9595 0.0058 -0.0179 -0.0066 0.463
H 0.9547 -1.0511 -6.1782 -0.0002 -0.0022 -0.0030 0.351
H -0.2569 3.3102 -3.9131 -0.0033 0.0041 0.0020 0.439
H 0.4892 4.3984 -1.7954 0.0048 -0.0039 -0.0051 0.404
H 0.1116 3.0978 0.3729 0.0169 0.0031 -0.0067 0.580
Cl -4.6606 1.1103 3.7278 0.0000 -0.0210 0.0234 -0.128
C -4.3885 2.0849 2.2590 -0.0070 0.0287 0.0097 0.555
Cl -5.6297 1.7102 1.0621 0.0147 0.0045 -0.0094 -0.129
Cl -4.4656 3.7966 2.6708 -0.0070 -0.0139 0.0105 -0.135
C -2.9633 1.7020 1.7510 0.0552 -0.0342 -0.0486 0.245
O -2.0177 2.4181 2.0111 -0.0149 0.0148 -0.0032 -0.575
O -2.9713 0.5805 1.1293 -0.1232 0.0726 0.0067 -0.586
```
Positions in Å, forces in eV/Å.



[3]
Formula: C22H30N4O4S
Source: OMol25
Level of theory: the ωB97M-V functional and the def2-TZVPD basis

Results
**Gap between HOMO and LUMO**: 8.491 eV
**SMILES string**: COc1cccc(CN2CCNC(=O)[C@@H]2CC(=O)NCCc2nc(C)c(C)s2)c1OC
**Electronic energy**: -48287.2084 eV

XYZ file:
```
61
Properties=species:S:1:pos:R:3:forces:R:3:mulliken_charge:R:1
C -4.7836 -3.1570 -0.0716 -0.1375 -0.1539 -0.1363 -1.027
O -3.9962 -2.3245 0.7440 0.2328 0.4163 0.1562 -0.384
C -3.9205 -0.9954 0.4290 -0.0979 0.0120 0.0217 0.888
C -4.8461 -0.3626 -0.3889 0.0608 -0.2674 0.0970 -0.338
C -4.7793 0.9992 -0.6257 0.0603 0.1779 -0.0148 -1.119
C -3.7761 1.7456 -0.0472 -0.0789 -0.1060 0.0255 -0.112
C -2.8155 1.1320 0.7465 -0.0639 -0.3038 0.2208 -0.126
C -1.7026 1.9682 1.3209 -0.0171 -0.0797 0.0579 -1.272
N -0.8214 2.4951 0.2805 0.0388 0.3310 0.0129 0.033
C -0.0585 3.6274 0.7563 0.0884 0.2508 -0.1786 -0.631
C 0.6816 4.2338 -0.4267 -0.3650 0.1135 0.3218 -0.835
N 1.5937 3.2347 -0.9208 0.2673 0.3299 -0.1069 -0.042
C 1.3647 1.9183 -0.8324 0.1445 0.0715 0.1043 -0.204
O 2.2121 1.1160 -1.2033 0.0944 -0.2007 -0.1464 -0.802
C 0.0070 1.4543 -0.3227 -0.1217 -0.2939 -0.0862 1.144
C -0.7289 0.8219 -1.5360 -0.1888 -0.2256 0.0136 -1.241
C -0.6209 -0.6993 -1.6005 0.2251 0.4456 -0.1937 0.543
O -1.5978 -1.4254 -1.6351 -0.4285 -0.2723 0.0193 -0.661
N 0.6436 -1.1463 -1.6547 0.4492 -0.1645 0.0005 0.086
C 1.0038 -2.5385 -1.7367 -0.1540 -0.2760 0.0851 -1.046
C 1.5957 -3.0671 -0.4135 -0.1992 -0.0036 -0.3511 -0.316
C 2.6747 -2.1649 0.0620 -0.5326 0.4069 0.8460 0.453
N 3.8671 -2.1205 -0.4045 0.0737 -0.6328 -0.6793 -0.676
C 4.6199 -1.1372 0.1535 -0.0763 0.5907 0.6200 0.200
C 6.0301 -0.9486 -0.2933 -0.0709 0.0701 0.0619 -1.395
C 3.9801 -0.3889 1.0994 -0.2142 -0.3198 -0.0644 0.947
C 4.5053 0.7712 1.8660 -0.0117 0.0463 -0.0812 -1.449
S 2.3537 -0.9557 1.2923 0.7229 -0.4460 -0.4387 -0.221
C -2.8715 -0.2413 0.9907 -0.0942 0.2310 -0.0460 0.671
O -1.8918 -0.7408 1.8027 -0.3333 0.2697 -0.0342 -0.574
C -1.5050 -2.0938 1.6834 0.2562 -0.4930 0.0491 -0.829
H -4.5302 -3.0270 -1.1274 -0.0146 0.0044 0.0232 0.404
H -5.8540 -2.9780 0.0780 0.0601 -0.0018 -0.0224 0.334
H -4.5485 -4.1755 0.2359 -0.0607 0.0448 -0.0553 0.278
H -5.6423 -0.9325 -0.8395 -0.0547 -0.1041 -0.0179 0.400
H -5.5180 1.4678 -1.2581 -0.0667 0.0385 -0.0477 0.384
H -3.7054 2.8085 -0.2220 0.0171 0.1388 -0.0370 0.357
H -2.1491 2.8282 1.8281 0.0524 -0.0466 -0.0029 0.751
H -1.1428 1.3817 2.0630 -0.0197 0.1499 -0.0289 0.407
H -0.7511 4.3618 1.1724 0.0381 -0.0420 0.0096 0.451
H 0.6716 3.3529 1.5403 -0.0330 0.0778 -0.0077 0.281
H 1.2437 5.1202 -0.1250 -0.0225 -0.0855 -0.0141 0.480
H -0.0411 4.5141 -1.2021 0.0406 0.0826 0.1382 0.293
H 2.4727 3.5152 -1.3314 -0.0728 -0.1763 0.0103 0.336
H 0.2107 0.6588 0.4155 0.0689 0.1632 -0.1202 -0.178
H -1.7839 1.0814 -1.4767 0.1607 -0.0879 -0.0666 0.294
H -0.3283 1.2282 -2.4684 -0.0378 0.0296 -0.0090 0.478
H 1.4030 -0.4722 -1.5664 -0.1650 0.0699 -0.0252 0.205
H 1.7476 -2.6603 -2.5292 -0.0788 -0.0511 0.0571 0.422
H 0.1016 -3.1015 -1.9875 0.1533 0.0290 -0.0580 0.470
H 0.8119 -3.1271 0.3413 -0.0272 -0.0742 -0.0336 0.055
H 2.0045 -4.0632 -0.5897 -0.0118 -0.0109 0.0847 0.429
H 6.2978 -1.7561 -0.9677 0.0752 -0.0168 -0.0308 0.394
H 6.7099 -0.9494 0.5579 0.1225 0.0191 -0.0008 0.351
H 6.1371 0.0008 -0.8164 0.1149 0.0591 -0.0668 0.268
H 3.9323 0.9208 2.7782 0.0697 0.0863 0.0977 0.397
H 5.5509 0.6109 2.1250 0.0424 0.0504 0.0723 0.381
H 4.4401 1.6796 1.2644 0.0206 0.1053 0.0394 0.251
H -0.5122 -2.1460 2.1352 -0.0421 -0.0332 -0.0316 0.338
H -1.4596 -2.3965 0.6360 0.0249 -0.0124 0.0405 0.224
H -2.1864 -2.7553 2.2229 0.1172 0.0698 -0.0529 0.400
```
Positions in Å, forces in eV/Å.



[4]
Formula: H2KO
Source: OMol25
Level of theory: the ωB97M-V functional and the def2-TZVPD basis

Results
**Gap between HOMO and LUMO**: 13.179 eV
**Electronic energy**: -18399.1760 eV
**Total charge**: +1

XYZ file:
```
4
Properties=species:S:1:pos:R:3:forces:R:3:mulliken_charge:R:1
O -0.0860 -2.7527 -0.1818 -0.9380 -3.0873 0.8052 -0.758
H 0.1663 -3.0366 0.7259 -0.1707 -0.3345 -0.8660 0.403
H -0.9412 -3.2075 -0.3553 0.8827 0.0049 0.0648 0.385
K -0.0214 -0.5988 -0.0317 0.2260 3.4170 -0.0040 0.970
```
Positions in Å, forces in eV/Å.



Largest force on an atom for the records above, in order: 3.980, 0.351, 1.079, 3.424 eV/Å
Energy relative to the best compared isomer or geometry (same formula, charge and spin) for the records above, in order: 98.9, 0.0, 38.4, 16.6 kcal/mol
E_HOMO for the records above, in order: -14.566, -8.135, -7.920, -17.531 eV